Formula: C30H59I3N5O8S
Source: the OMol25 dataset
Level of theory: the ωB97M-V functional and the def2-TZVPD basis

```
! wB97M-V def2-TZVPD RIJCOSX def2/J DEFGRID3
* xyz 1 1
C -5.240 2.739 -0.951
C -4.009 1.633 -0.819
I -4.453 -0.245 0.227
C -2.659 1.965 -1.381
I -2.197 3.861 -2.401
C -1.425 0.881 -1.218
C -0.439 1.315 0.050
I -0.782 3.164 1.244
C 0.852 0.404 0.474
O 1.769 0.781 1.559
C 1.485 0.070 2.814
C -0.085 -0.333 3.051
C -0.292 -0.396 4.710
O -0.343 -1.718 2.580
C 1.020 -0.968 -0.471
C 2.318 -1.886 -0.041
C 3.584 -1.599 -1.093
O 4.811 -2.006 -0.674
C -0.043 -1.312 -1.710
C 0.267 -2.744 -2.485
C -1.030 -3.802 -2.426
C -1.843 -3.747 -1.002
C -0.944 -4.354 0.240
N -1.281 -5.826 0.560
N -1.218 -0.376 -2.090
S -2.301 -0.730 -3.436
C -1.395 -1.360 -5.000
O -3.420 -1.742 -2.968
O -3.079 0.469 -4.020
H -6.290 2.219 -0.824
H -5.051 3.610 -0.178
H -5.173 3.187 -2.033
H 1.779 0.819 3.696
H 2.189 -0.879 2.985
H -0.867 0.450 2.673
H 0.421 -1.210 5.170
H -1.429 -0.640 4.938
H -0.007 0.654 5.185
H -0.540 -2.332 3.348
H 2.744 -1.657 1.024
H 2.081 -3.056 -0.051
H 3.477 -1.038 -2.115
H 0.652 -2.583 -3.605
H 1.132 -3.377 -1.987
H -1.741 -3.702 -3.350
H -0.564 -4.898 -2.495
H -2.766 -4.495 -1.122
H -2.335 -2.695 -0.764
H 0.179 -4.276 -0.078
H -1.228 -3.754 1.207
H -0.700 -6.473 -0.016
H -2.307 -5.994 0.441
H -1.519 -2.512 -5.161
H -1.757 -0.832 -5.979
H -0.262 -1.025 -4.830
C 3.682 7.650 1.942
C 2.294 8.043 1.440
C 1.274 6.882 1.471
O 1.437 5.926 0.420
C 2.452 4.963 0.657
N 2.419 8.616 0.092
H 4.251 7.076 1.206
H 4.273 8.546 2.168
H 3.615 7.058 2.860
H 1.920 8.826 2.112
H 0.274 7.310 1.326
H 1.258 6.385 2.448
H 2.529 4.693 1.714
H 3.410 5.331 0.283
H 2.202 4.062 0.085
H 1.507 8.970 -0.198
H 2.592 7.839 -0.553
C 7.028 -2.790 -2.941
C 8.545 -2.971 -2.976
C 9.328 -1.644 -2.850
O 9.346 -0.854 -4.042
C 8.176 -0.076 -4.247
N 8.910 -3.699 -4.199
H 6.625 -2.414 -3.885
H 6.535 -3.750 -2.747
H 6.733 -2.100 -2.144
H 8.814 -3.593 -2.113
H 10.378 -1.892 -2.647
H 8.981 -1.050 -1.997
H 7.752 0.287 -3.306
H 7.437 -0.654 -4.805
H 8.450 0.788 -4.862
H 9.909 -3.907 -4.169
H 8.824 -3.043 -4.981
C -9.809 -0.643 3.302
C -8.737 -1.376 2.498
C -7.859 -2.319 3.355
O -6.875 -1.648 4.147
C -7.373 -1.104 5.361
N -7.923 -0.388 1.776
H -9.406 0.192 3.882
H -10.568 -0.224 2.630
H -10.318 -1.324 3.992
H -9.258 -1.997 1.759
H -7.294 -2.965 2.670
H -8.469 -2.985 3.975
H -8.160 -1.724 5.800
H -7.732 -0.087 5.194
H -6.540 -1.046 6.070
H -7.276 -0.885 1.163
H -7.309 0.059 2.463
*
```

The calculation puts the maximum force at 10.148 eV/A. The value obtained for the relative energy (zero: lowest compared OMol25 entry of this formula, charge and spin) is 298.6 kcal per mole.